# 1
A molecular structure, C31H15Cl3F7IrNO2S. Source: the OMol25 dataset; level of theory: ωB97M-V with the def2-TZVPD basis set.

Properties
* total charge: 0
* E_LUMO (spin up / spin down): -0.8 / -2.3 eV
* multiplicity: 2
* ΔE to the lowest compared entry with this formula, charge and spin: 12.9 kcal/mol
* ⟨S²⟩: 0.76

```
61
C31H15Cl3F7IrNO2S (ωB97M-V with the def2-TZVPD basis set)
Ir 0.49 -0.12 0.12
F -6.37 2.47 1.57
C -5.27 1.80 1.24
C -4.03 2.40 1.39
F -3.95 3.65 1.85
C -2.89 1.71 1.04
F -1.73 2.35 1.21
C -2.92 0.41 0.55
S -1.62 -0.66 0.04
C -4.20 -0.17 0.42
F -4.33 -1.41 -0.03
C -5.35 0.51 0.76
F -6.54 -0.07 0.62
F 0.02 -1.48 5.30
C 0.27 -0.52 4.40
C 0.20 -0.84 3.06
C 0.46 0.15 2.11
C 0.78 1.46 2.53
C 0.84 1.70 3.90
F 1.14 2.94 4.37
C 0.60 0.74 4.86
C 0.97 2.48 1.49
C 1.35 3.81 1.68
C 1.46 4.65 0.59
C 1.19 4.17 -0.68
C 0.83 2.85 -0.81
N 0.73 2.04 0.24
H -0.06 -1.84 2.76
H 0.65 0.97 5.91
H 1.55 4.18 2.68
H 1.75 5.68 0.74
H 1.26 4.80 -1.56
H 0.61 2.40 -1.77
Cl 5.69 -0.03 -5.20
C 4.27 -0.05 -4.20
C 3.00 -0.10 -4.81
C 1.87 -0.11 -4.05
Cl 0.32 -0.17 -4.81
C 1.90 -0.09 -2.62
O 0.80 -0.10 -1.98
C 3.20 -0.04 -2.03
C 3.42 0.02 -0.63
O 2.59 0.02 0.30
C 4.37 -0.02 -2.84
H 2.93 -0.13 -5.89
H 4.47 0.08 -0.31
H 5.34 0.02 -2.36
Cl -3.52 -5.81 -2.01
C -2.24 -4.78 -1.42
C -1.95 -4.76 -0.07
C -0.93 -3.94 0.39
C -0.20 -3.14 -0.48
C 0.85 -2.20 0.03
C -0.51 -3.19 -1.84
C -1.52 -4.00 -2.31
H -2.52 -5.38 0.61
H -0.71 -3.93 1.45
H 1.71 -2.26 -0.65
H 1.20 -2.52 1.01
H 0.03 -2.56 -2.53
H -1.76 -4.03 -3.37
```

# 2
A molecular structure, C31H18Cl3CuN5O3S in a non-equilibrium geometry. Source: the OMol25 dataset; level of theory: ωB97M-V with the def2-TZVPD basis set.

Properties
* total charge: 0
* E_LUMO (spin up / spin down): -1.3 / -1.3 eV
* multiplicity: 2
* ΔE to the lowest compared entry with this formula, charge and spin: 7.8 kcal/mol
* ⟨S²⟩: 0.76

```
62
C31H18Cl3CuN5O3S (ωB97M-V with the def2-TZVPD basis set)
Cu -0.51 -0.11 0.72
S 2.87 4.64 5.14
N 2.29 3.15 5.36
C 1.65 2.78 4.27
C 0.98 1.52 4.07
C 0.82 0.56 5.06
C 0.06 -0.57 4.76
C -0.46 -0.72 3.49
N -0.27 0.16 2.52
C 0.40 1.30 2.80
C 0.44 2.30 1.78
N -0.16 2.00 0.62
C -0.19 2.87 -0.36
C 0.42 4.12 -0.26
C 1.05 4.47 0.92
C 1.06 3.56 1.98
C 1.67 3.78 3.25
N 2.33 4.87 3.63
H 1.25 0.72 6.03
H -0.13 -1.32 5.51
H -1.08 -1.57 3.23
H -0.71 2.56 -1.25
H 0.41 4.80 -1.10
H 1.53 5.43 1.05
Cl -4.55 -2.50 0.32
C -4.63 -1.16 1.49
Cl -4.56 -1.80 3.16
Cl -6.16 -0.25 1.27
C -3.55 -0.24 1.32
N -2.69 0.52 1.22
C 3.54 -1.32 -2.90
C 2.60 -0.31 -2.68
C 1.76 -0.37 -1.60
C 1.81 -1.44 -0.69
C 0.92 -1.56 0.42
C 1.03 -2.64 1.26
C 2.02 -3.62 1.07
C 2.87 -3.54 0.00
C 2.78 -2.46 -0.91
C 3.63 -2.37 -2.03
H 4.19 -1.27 -3.75
H 2.53 0.51 -3.37
H 1.03 0.40 -1.44
H 0.35 -2.77 2.09
H 2.09 -4.44 1.77
H 3.63 -4.29 -0.16
H 4.36 -3.16 -2.18
O -3.13 -2.78 -3.32
C -2.60 -1.66 -3.84
C -2.72 -1.43 -5.21
C -2.16 -0.30 -5.78
C -1.49 0.63 -5.00
C -1.39 0.42 -3.64
C -1.93 -0.72 -3.05
C -1.74 -0.96 -1.58
O -2.17 -1.99 -1.05
O -1.10 -0.04 -0.99
H -2.89 -2.78 -2.36
H -3.25 -2.15 -5.80
H -2.23 -0.15 -6.85
H -1.05 1.51 -5.45
H -0.88 1.14 -3.01
```

# 3
A molecular structure, C31H18IN9O2S3ScSe in a non-equilibrium geometry. Source: the OMol25 dataset; level of theory: ωB97M-V with the def2-TZVPD basis set.

Properties
* total charge: -1
* E_LUMO: 0.8 eV
* multiplicity: 1
* ΔE to the lowest compared entry with this formula, charge and spin: 10.1 kcal/mol

```
66
C31H18IN9O2S3ScSe (ωB97M-V with the def2-TZVPD basis set)
Sc 0.27 -0.09 0.35
C 3.10 3.10 -1.43
C 1.75 3.61 -1.02
N 1.42 4.85 -1.34
C 0.20 5.29 -1.01
C -0.72 4.56 -0.29
C -2.11 5.13 -0.07
O -2.54 5.89 -1.18
C -0.36 3.26 0.13
C -1.24 2.57 1.07
N -1.32 1.32 1.35
C -2.24 0.94 2.39
C -3.20 1.81 2.90
C -3.98 1.45 3.99
C -3.81 0.22 4.60
C -2.90 -0.67 4.07
C -2.16 -0.35 2.95
I 1.27 0.72 3.12
C 0.86 2.75 -0.33
O 1.23 1.50 -0.16
H 3.63 3.88 -1.97
H 3.00 2.21 -2.06
H 3.68 2.80 -0.55
H -0.06 6.28 -1.36
H -2.15 5.79 0.79
H -2.82 4.31 0.09
H -2.56 5.28 -1.93
H -1.85 3.27 1.63
H -3.38 2.78 2.46
H -4.73 2.15 4.35
H -4.40 -0.06 5.46
H -2.78 -1.65 4.52
S 4.80 -5.70 -3.29
N 3.68 -4.71 -3.91
C 3.27 -3.94 -2.91
C 2.27 -2.90 -3.01
C 1.62 -2.60 -4.21
C 0.69 -1.60 -4.22
C 0.42 -0.92 -3.03
N 1.02 -1.19 -1.87
C 1.94 -2.17 -1.86
C 2.58 -2.47 -0.57
N 2.20 -1.75 0.51
C 2.82 -2.00 1.66
C 3.81 -2.97 1.81
C 4.19 -3.71 0.73
C 3.56 -3.46 -0.49
C 3.90 -4.21 -1.68
N 4.80 -5.18 -1.76
H 1.86 -3.17 -5.10
H 0.15 -1.32 -5.11
H -0.31 -0.13 -3.01
H 2.50 -1.41 2.50
H 4.25 -3.11 2.79
H 4.95 -4.48 0.79
S -1.11 -1.59 2.23
C -2.10 -2.44 1.01
S -1.26 -2.47 -0.45
C -3.30 -3.06 1.28
C -3.84 -3.25 2.57
N -4.29 -3.46 3.61
C -4.00 -3.71 0.22
N -4.58 -4.23 -0.63
Se -2.58 2.44 -3.07
C -1.77 1.33 -1.89
N -1.24 0.60 -1.16
```

# 4
A molecular structure, C31H20IrN3O8S. Source: the OMol25 dataset; level of theory: ωB97M-V with the def2-TZVPD basis set.

Properties
* total charge: -1
* E_LUMO (spin up / spin down): 1.4 / 0.6 eV
* multiplicity: 2
* ΔE to the lowest compared entry with this formula, charge and spin: 0.0 kcal/mol
* ⟨S²⟩: 0.77

```
64
C31H20IrN3O8S (ωB97M-V with the def2-TZVPD basis set)
Ir 2.03 0.17 1.47
O -1.20 1.86 5.47
C 0.03 2.21 5.91
C 0.10 2.91 7.12
C 1.32 3.29 7.63
C 2.50 2.98 6.97
C 2.44 2.29 5.78
C 1.21 1.89 5.23
C 1.22 1.17 3.95
O 2.33 0.92 3.36
N 0.08 0.76 3.42
N 0.26 0.18 2.23
C -0.88 -0.58 1.75
C -0.54 -2.07 1.76
C -1.61 -2.97 1.79
C -1.40 -4.34 1.77
C -0.10 -4.82 1.74
C 0.97 -3.95 1.72
C 0.78 -2.56 1.73
O 1.88 -1.82 1.71
H -1.09 1.37 4.63
H -0.83 3.15 7.62
H 1.35 3.84 8.57
H 3.46 3.29 7.37
H 3.33 2.04 5.23
H -1.68 -0.41 2.47
H -2.62 -2.58 1.81
H -2.24 -5.02 1.79
H 0.09 -5.89 1.73
H 1.99 -4.31 1.70
O 2.98 -0.53 -5.40
C 1.93 -0.17 -4.87
O 0.81 0.10 -5.36
C 1.92 -0.15 -3.35
C 1.30 -1.16 -2.61
C 1.26 -1.11 -1.23
N 1.79 -0.07 -0.56
C 2.40 0.91 -1.26
C 2.49 0.89 -2.63
C 3.02 2.01 -0.41
O 3.38 3.06 -0.88
O 3.13 1.69 0.88
H 0.84 -1.99 -3.12
H 0.77 -1.87 -0.65
H 3.00 1.71 -3.13
C -1.81 -1.02 -6.53
C -2.71 -0.05 -7.23
O -2.98 -0.08 -8.40
S -3.46 1.29 -6.28
C -2.94 0.97 -4.61
C -1.72 1.45 -4.16
C -1.32 1.21 -2.86
C -2.14 0.48 -2.00
C -3.37 0.01 -2.45
C -3.77 0.26 -3.75
C -1.69 0.16 -0.68
C -1.34 -0.12 0.43
H -1.55 -1.81 -7.22
H -2.30 -1.43 -5.64
H -0.90 -0.51 -6.20
H -1.07 1.98 -4.83
H -0.36 1.56 -2.51
H -4.00 -0.57 -1.79
H -4.73 -0.10 -4.11
```

# 5
A molecular structure, C31H20N2O6Ta in a non-equilibrium geometry. Source: the OMol25 dataset; level of theory: ωB97M-V with the def2-TZVPD basis set.

Properties
* total charge: -1
* E_LUMO (spin up / spin down): 1.3 / 1.3 eV
* multiplicity: 1

```
60
C31H20N2O6Ta (ωB97M-V with the def2-TZVPD basis set)
Ta 0.75 -1.78 -1.29
O -0.96 -2.58 -1.47
C -1.99 -3.02 -0.77
C -3.18 -3.36 -1.42
C -4.27 -3.79 -0.68
C -4.20 -3.89 0.71
C -3.02 -3.57 1.35
C -1.89 -3.14 0.63
C -0.67 -2.85 1.33
N 0.40 -2.37 0.79
N 1.47 -2.21 1.66
C 2.50 -1.75 1.02
O 2.48 -1.48 -0.25
C 3.76 -1.53 1.76
C 4.94 -1.29 1.05
C 6.13 -1.08 1.73
C 6.15 -1.10 3.12
C 4.98 -1.33 3.83
C 3.79 -1.55 3.15
H -3.23 -3.27 -2.49
H -5.19 -4.04 -1.19
H -5.06 -4.21 1.28
H -2.94 -3.65 2.42
H -0.63 -3.04 2.40
H 4.90 -1.28 -0.03
H 7.04 -0.91 1.17
H 7.08 -0.93 3.64
H 5.00 -1.34 4.91
H 2.87 -1.74 3.68
O 2.61 -4.63 -3.70
C 2.17 -3.66 -3.13
O 1.64 -3.62 -1.94
C 2.18 -2.24 -3.81
O 2.66 -2.02 -4.88
O 1.57 -1.35 -3.03
C 0.03 0.14 -1.01
C -0.51 1.25 -0.85
C -1.12 2.45 -0.63
C -2.39 2.48 0.10
C -2.89 3.65 0.70
C -4.07 3.64 1.42
C -4.81 2.47 1.56
C -4.32 1.30 0.99
C -3.14 1.30 0.27
C -0.45 3.66 -1.15
C 0.95 3.72 -1.21
C 1.60 4.82 -1.74
C 0.87 5.90 -2.23
C -0.51 5.86 -2.18
C -1.17 4.75 -1.65
H -2.31 4.56 0.63
H -4.43 4.56 1.87
H -5.73 2.47 2.12
H -4.88 0.37 1.10
H -2.77 0.39 -0.17
H 1.52 2.87 -0.85
H 2.68 4.84 -1.78
H 1.38 6.76 -2.64
H -1.10 6.68 -2.57
H -2.25 4.72 -1.66
```

# 6
A molecular structure, C31H22AsKNS2 in a non-equilibrium geometry. Source: the OMol25 dataset; level of theory: ωB97M-V with the def2-TZVPD basis set.

Properties
* total charge: -1
* E_LUMO: 2.2 eV
* multiplicity: 1
* ΔE to the lowest compared entry with this formula, charge and spin: 5.1 kcal/mol

```
58
C31H22AsKNS2 (ωB97M-V with the def2-TZVPD basis set)
K -0.61 -2.90 0.93
S 4.32 -1.59 1.77
C 4.31 -1.84 0.06
C 5.43 -1.89 -0.79
C 5.19 -2.22 -2.12
C 3.90 -2.48 -2.60
C 2.80 -2.43 -1.77
C 3.00 -2.09 -0.43
N 2.02 -1.93 0.56
C 2.56 -1.71 1.76
C 1.92 -1.43 3.07
C 2.66 -0.71 4.02
C 2.07 -0.40 5.21
C 0.85 -0.96 5.50
C 0.13 -1.69 4.52
C 0.62 -1.99 3.24
H 6.40 -1.64 -0.44
H 6.04 -2.20 -2.83
H 3.69 -2.76 -3.63
H 1.82 -2.64 -2.13
H 3.61 -0.26 3.75
H 2.66 0.18 5.91
H 0.39 -0.74 6.52
H -0.83 -2.07 4.80
S -3.36 -2.53 -0.22
C -4.16 -1.02 -0.32
C -5.51 -0.91 -0.82
C -6.16 0.31 -0.87
C -5.51 1.53 -0.55
C -4.20 1.45 -0.12
C -3.51 0.26 -0.14
As -1.62 0.15 0.20
C -1.05 2.10 0.34
C -1.15 3.02 -0.72
C -0.56 4.26 -0.52
C 0.12 4.56 0.67
C 0.19 3.63 1.70
C -0.34 2.35 1.53
C -0.99 0.03 -1.68
C -1.83 -0.16 -2.78
C -1.29 -0.25 -4.03
C 0.04 -0.20 -4.28
C 0.89 0.01 -3.22
C 0.41 0.10 -1.91
H -6.06 -1.84 -1.00
H -7.20 0.29 -1.23
H -6.04 2.41 -0.47
H -3.64 2.33 0.13
H -1.68 2.84 -1.66
H -0.55 5.02 -1.30
H 0.69 5.47 0.80
H 0.74 3.97 2.58
H -0.15 1.56 2.22
H -2.90 -0.17 -2.64
H -2.00 -0.32 -4.83
H 0.39 -0.20 -5.32
H 1.96 0.11 -3.35
H 1.07 0.23 -1.08
```

# 7
A molecular structure, C31H22BrCl2F5N6O3TeV in a non-equilibrium geometry. Source: the OMol25 dataset; level of theory: ωB97M-V with the def2-TZVPD basis set.

Properties
* total charge: -2
* E_LUMO (spin up / spin down): 3.9 / 3.9 eV
* multiplicity: 4
* ΔE to the lowest compared entry with this formula, charge and spin: 52.6 kcal/mol
* ⟨S²⟩: 3.77

```
72
C31H22BrCl2F5N6O3TeV (ωB97M-V with the def2-TZVPD basis set)
V 0.59 -0.59 -0.46
Cl 3.82 -2.38 -6.09
C 3.49 -1.83 -4.46
C 2.22 -2.04 -3.94
C 1.95 -1.63 -2.64
N 0.73 -1.72 -1.98
C -0.30 -2.55 -2.37
O -0.21 -3.51 -3.15
C -1.56 -2.14 -1.79
C -2.76 -2.81 -2.08
C -3.96 -2.25 -1.73
C -3.95 -0.95 -1.13
C -2.74 -0.37 -0.83
N -1.55 -0.93 -1.07
C 2.96 -1.01 -1.87
C 4.22 -0.79 -2.41
C 4.47 -1.20 -3.72
Cl 6.06 -0.92 -4.38
N 2.56 -0.73 -0.55
C 3.41 -1.05 0.45
O 4.56 -1.48 0.34
C 2.79 -1.00 1.82
C 3.55 -1.40 2.91
C 2.97 -1.39 4.17
C 1.65 -0.99 4.29
C 0.98 -0.58 3.16
N 1.53 -0.58 1.94
H 1.46 -2.53 -4.53
H -2.69 -3.75 -2.60
H -4.90 -2.76 -1.93
H -4.87 -0.42 -0.90
H -2.73 0.61 -0.36
H 4.99 -0.31 -1.83
H 4.58 -1.67 2.74
H 3.55 -1.66 5.04
H 1.16 -0.95 5.26
H -0.03 -0.19 3.23
Br 0.74 1.60 -2.98
C -0.66 2.80 -2.51
C -1.08 3.62 -3.52
C -2.06 4.60 -3.27
C -2.58 4.74 -2.02
C -2.18 3.90 -0.96
C -2.73 4.07 0.34
C -2.32 3.28 1.37
C -1.37 2.27 1.15
C -0.84 2.04 -0.10
C -1.21 2.89 -1.20
H -0.65 3.52 -4.50
H -2.38 5.25 -4.07
H -3.30 5.53 -1.81
H -3.48 4.84 0.49
H -2.72 3.42 2.36
H -1.07 1.60 1.95
C -2.88 -1.37 2.51
N -1.84 -2.39 2.68
C -1.56 -2.80 4.05
C -0.90 -2.50 1.75
N -0.12 -2.61 0.91
H -3.83 -1.77 2.86
H -2.97 -1.12 1.45
H -2.64 -0.46 3.07
H -2.40 -3.39 4.42
H -1.42 -1.94 4.70
H -0.66 -3.41 4.07
F 3.37 2.08 0.39
Te 1.81 2.11 1.54
F 3.27 1.54 2.73
F 0.89 2.18 3.46
F 2.41 3.77 2.27
F 1.41 3.52 0.12
O 0.01 1.04 -0.26
```